No. 1
# C4H13N3

One molecule with the formula C4H13N3 in a non-equilibrium geometry (ωB97M-V/def2-TZVPD, the OMol25 dataset).

As for the SMILES: CCN(N)CNC. Its calculated total energy is -324.3516 Ha. Its charge is 0. The value obtained for the highest occupied orbital energy is -8.1401 eV. The value obtained for the energy relative to the best compared isomer or geometry (same formula, charge and spin) is 77.4 kcal per mole. The value obtained for the LUMO energy is 1.1 eV.

Structure (XYZ):
```
20
Properties=species:S:1:pos:R:3:forces:R:3:nbo_charge:R:1
C 1.827 1.504 -0.586 -0.01 0.04 -0.19 -0.6324
C 0.872 0.331 -0.644 -1.89 2.49 -1.29 -0.2312
N -0.689 0.956 -0.039 2.26 -1.47 -1.26 -0.2723
N -1.354 1.623 -1.125 0.35 -0.17 0.35 -0.6878
C -1.323 -0.286 0.334 0.54 -0.30 1.90 -0.0627
N -0.396 -0.891 1.283 -1.06 -0.53 -0.41 -0.6681
C 0.035 -2.269 1.199 0.06 0.53 0.61 -0.4023
H 2.113 1.732 0.446 -0.08 -0.04 -0.11 0.2048
H 1.392 2.397 -1.038 -0.04 -0.05 0.12 0.2200
H 2.744 1.271 -1.141 -0.08 0.00 0.09 0.2059
H 1.431 -0.573 -0.399 -0.98 -0.15 1.18 0.2023
H 0.504 0.145 -1.655 0.28 0.20 -0.27 0.1749
H -1.890 0.994 -1.727 0.20 -0.15 0.19 0.3254
H -2.009 2.308 -0.750 0.41 -0.19 0.08 0.3610
H -2.268 -0.099 0.867 -0.15 0.30 -0.47 0.1710
H -1.527 -0.974 -0.501 0.17 -0.01 -0.03 0.1480
H 0.063 -0.242 1.911 -0.16 -0.37 -0.29 0.3875
H 1.126 -2.313 1.163 0.16 -0.23 -0.12 0.1771
H -0.363 -2.784 0.321 -0.01 0.30 0.00 0.1965
H -0.290 -2.830 2.082 0.06 -0.21 -0.08 0.1823
```
Positions in Å, forces in eV/Å.



No. 2
# C4H8O2

C4H8O2 as an isolated structure in a non-equilibrium geometry (ωB97M-V/def2-TZVPD, the OMol25 dataset).

Its calculated total energy is -307.6490 Ha. Its charge is 0. The value obtained for the highest occupied orbital energy is -10.5459 eV. The value obtained for the energy relative to the best compared isomer or geometry (same formula, charge and spin) is 39.8 kcal per mole. The value obtained for the LUMO energy is 0.9 eV.

Structure (XYZ):
```
14
Properties=species:S:1:pos:R:3:forces:R:3:nbo_charge:R:1
C -1.784 -0.270 0.800 -0.02 -0.11 0.05 -0.6289
C -0.887 -0.370 -0.407 -0.45 1.40 -0.32 -0.0574
O 0.284 -1.161 -0.298 0.68 0.86 -0.94 -0.5622
C 1.082 -0.114 -0.916 1.15 -1.60 -0.01 0.7857
O 1.183 0.027 -2.100 0.03 -0.19 0.76 -0.5437
C 1.842 0.547 0.191 0.19 0.09 -0.01 -0.7235
H -2.327 -1.189 1.026 0.09 -0.01 -0.09 0.2192
H -1.210 0.020 1.686 -0.09 -0.03 -0.11 0.2113
H -2.508 0.521 0.573 0.01 -0.16 0.20 0.2193
H -1.391 -0.607 -1.347 -0.25 -0.11 0.17 0.1942
H -0.450 0.661 -0.596 -1.60 -0.22 0.40 0.1637
H 1.264 0.570 1.117 0.11 0.00 -0.23 0.2348
H 2.241 1.531 -0.050 -0.03 -0.13 -0.17 0.2335
H 2.661 -0.166 0.321 0.17 0.19 0.29 0.2539
```
Positions in Å, forces in eV/Å.



No. 3
# C29H46BrCaN3P2S

C29H46BrCaN3P2S as an isolated structure in a non-equilibrium geometry (ωB97M-V/def2-TZVPD, the OMol25 dataset).

Its calculated total energy is -5628.9589 Ha. Its charge is +2. The value obtained for the highest occupied orbital energy is -12.2334 eV. The value obtained for the energy relative to the best compared isomer or geometry (same formula, charge and spin) is 0.0 kcal per mole. The value obtained for the LUMO energy is -6.5 eV.

Structure (XYZ):
```
83
Properties=species:S:1:pos:R:3:forces:R:3:mulliken_charge:R:1
C 8.738 -2.203 -1.717 0.21 -0.01 -0.15 -0.4507
C 8.167 -0.925 -1.564 0.42 -0.18 -0.05 0.5139
C 8.903 0.206 -2.018 -0.07 -0.18 0.13 -0.4337
C 10.169 -0.008 -2.578 -0.84 -0.43 0.38 -0.3089
N 10.665 -1.235 -2.703 0.98 -0.11 -0.29 -0.5255
C 10.011 -2.312 -2.294 -0.79 0.51 0.30 -0.3281
C 6.819 -0.810 -1.044 -1.52 1.13 -0.34 0.7417
C 5.640 -0.535 -0.809 1.52 -0.44 -0.77 -1.7840
C 4.264 -0.250 -1.127 0.39 -0.96 1.11 1.8768
C 3.507 -1.213 -1.816 0.94 -0.77 -1.29 -1.5594
C 2.251 -0.921 -2.324 -0.52 -0.01 -0.27 -0.6386
C 1.650 0.319 -2.012 0.28 -0.21 0.66 1.1605
C 2.330 1.182 -1.154 -0.13 0.02 -0.28 0.4584
C 3.581 0.862 -0.643 0.73 0.98 0.20 -2.0409
Ca 2.140 -1.088 0.449 -1.28 -0.03 0.95 1.1950
P 0.087 0.901 -2.705 0.00 -0.03 -1.15 1.1884
H 8.523 1.230 -1.971 -0.07 -0.49 0.19 0.3950
H 8.217 -3.118 -1.435 0.00 0.39 0.10 0.3948
H 10.790 0.828 -2.927 -0.33 -0.41 0.13 0.3724
H 10.488 -3.294 -2.416 -0.16 0.51 -0.02 0.3635
H 4.095 1.457 0.117 -0.31 0.31 -0.50 0.6013
H 4.022 -2.154 -2.074 -0.47 0.51 0.00 0.5516
H 1.839 2.119 -0.963 0.14 0.33 0.69 -0.0784
H 1.776 -1.644 -3.000 0.20 0.27 0.65 0.2268
C -1.407 1.389 -1.817 -0.25 -0.32 1.24 0.1176
C -2.339 2.266 -2.670 -0.24 0.47 -0.17 -1.5348
H -1.147 1.855 -0.846 -0.17 -0.15 -0.46 0.2673
H -1.941 0.447 -1.569 0.53 0.36 -0.01 0.2595
H -3.372 2.187 -2.306 0.35 -0.06 0.10 0.3757
H -2.068 3.321 -2.613 0.07 -0.07 0.04 0.2996
H -2.382 2.001 -3.731 0.12 -0.04 0.27 0.4489
C 0.601 2.273 -3.768 0.19 0.30 0.51 0.2244
C 1.563 1.837 -4.873 0.11 0.18 -0.25 -1.3862
H 1.133 2.989 -3.099 -0.54 -0.35 -0.29 -0.3047
H -0.312 2.771 -4.126 0.46 -0.09 -0.03 0.6423
H 2.126 2.722 -5.195 -0.16 -0.33 -0.11 0.4514
H 2.298 1.105 -4.510 -0.12 0.14 -0.10 0.2858
H 1.039 1.413 -5.737 0.16 0.09 0.20 0.3399
C -0.402 -0.536 -3.626 0.10 -0.15 -0.27 -0.6250
C -1.554 -0.315 -4.572 -0.57 -0.23 -0.42 -1.5973
H -0.658 -1.277 -2.856 0.18 -0.10 -0.14 0.4050
H 0.477 -0.876 -4.178 -0.19 -0.06 -0.03 0.5159
H -1.701 -1.234 -5.142 -0.12 0.15 -0.03 0.4447
H -2.486 -0.096 -4.042 0.16 -0.08 -0.17 0.3606
H -1.358 0.492 -5.285 -0.04 -0.09 0.07 0.3468
Br 0.439 0.709 1.507 0.26 -0.26 -0.08 -0.5883
P 1.778 5.454 0.444 -0.16 0.13 0.12 -0.1298
C 0.948 4.990 -1.148 0.02 0.13 -0.11 0.7914
C 0.123 6.163 -1.684 -0.22 0.08 -0.36 -1.4873
H 0.304 4.112 -0.995 0.09 -0.04 -0.04 -0.5540
H 1.732 4.718 -1.867 -0.02 0.10 0.01 0.2707
H -0.116 6.019 -2.747 -0.02 0.07 0.18 0.3548
H -0.833 6.272 -1.150 0.34 0.01 -0.04 0.3482
H 0.675 7.110 -1.591 -0.19 -0.33 -0.03 0.4305
C 0.843 4.393 1.632 0.06 0.14 0.14 0.1800
C 0.729 5.073 3.000 -0.14 -0.07 0.31 -1.4222
H 1.331 3.417 1.730 -0.20 0.06 -0.05 -0.0942
H -0.157 4.229 1.213 0.10 0.00 0.06 0.3256
H -0.045 4.583 3.606 0.22 0.11 -0.08 0.3747
H 1.673 5.006 3.561 -0.22 0.12 -0.17 0.3388
H 0.458 6.136 2.906 0.11 -0.35 0.01 0.3651
C 3.392 4.568 0.292 -0.01 0.10 0.09 0.4323
C 4.488 5.548 -0.130 0.34 -0.09 0.00 -1.4250
H 3.314 3.746 -0.429 0.06 -0.04 0.13 -0.6602
H 3.618 4.147 1.281 0.00 0.04 -0.16 0.5385
H 5.478 5.111 0.037 -0.07 0.11 -0.06 0.4087
H 4.427 5.806 -1.195 -0.11 0.03 0.23 0.3100
H 4.421 6.474 0.456 0.04 -0.22 -0.19 0.3832
S -0.020 -2.749 -0.053 -0.53 -0.24 -0.22 -0.6035
C -1.521 -2.896 0.825 -0.85 -0.16 1.06 0.5414
N -1.530 -3.253 2.122 0.77 -0.05 -1.13 -0.1507
C -2.725 -3.632 2.902 0.30 0.51 0.54 -0.5678
C -3.954 -3.815 2.036 0.03 -0.61 -0.34 -0.6255
C -4.018 -2.825 0.895 -0.04 0.43 -0.02 -0.5693
N -2.716 -2.732 0.228 1.36 0.35 -0.28 -0.1109
H -0.596 -3.477 2.467 -0.66 0.08 0.15 0.2099
H -2.920 -2.838 3.637 0.22 -0.24 -0.10 0.3172
H -2.471 -4.556 3.435 -0.19 0.28 -0.07 0.3454
H -4.851 -3.714 2.644 0.04 -0.01 0.06 0.3663
H -3.958 -4.826 1.633 -0.01 -0.08 -0.09 0.3142
H -4.323 -1.837 1.275 0.17 -0.18 -0.21 0.2978
H -4.739 -3.143 0.136 0.07 0.07 0.22 0.3903
H -2.642 -2.359 -0.710 -0.30 -0.23 0.16 0.1246
```
Positions in Å, forces in eV/Å.



No. 4
# C5H7NO

One molecule with the formula C5H7NO (ωB97M-V/def2-TZVPD, the OMol25 dataset).

As for the SMILES: C/C=C\CN=C=O. Its calculated total energy is -324.6948 Ha. Its charge is 0. The value obtained for the highest occupied orbital energy is -9.8064 eV. The value obtained for the energy relative to the best compared isomer or geometry (same formula, charge and spin) is 18.6 kcal per mole. The value obtained for the LUMO energy is 0.9 eV.

Structure (XYZ):
```
14
Properties=species:S:1:pos:R:3:forces:R:3:nbo_charge:R:1
C 0.344 -0.931 1.392 -0.02 -0.06 -0.06 -0.6636
C 0.709 0.484 1.050 0.00 0.09 -0.15 -0.1441
C 0.706 1.033 -0.164 -0.03 -0.03 0.18 -0.2265
C 0.344 0.308 -1.443 0.21 -0.02 0.02 -0.2551
N -1.067 0.018 -1.594 -0.58 -0.12 0.30 -0.5470
C -2.023 -0.232 -0.910 -0.09 -0.01 -0.01 0.8615
O -3.029 -0.487 -0.353 0.65 0.17 -0.30 -0.5306
H 1.172 -1.431 1.906 -0.12 0.09 -0.06 0.2253
H -0.515 -0.950 2.074 0.12 0.00 -0.10 0.2319
H 0.083 -1.523 0.510 0.05 0.08 0.12 0.2102
H 0.990 1.116 1.893 -0.04 -0.08 -0.13 0.2032
H 0.982 2.080 -0.268 -0.06 -0.14 0.03 0.2091
H 0.893 -0.638 -1.523 -0.08 0.12 0.03 0.2095
H 0.638 0.913 -2.305 -0.03 -0.10 0.13 0.2163
```
Positions in Å, forces in eV/Å.



No. 5
# C19H28BiF8N7O2PS2Te

C19H28BiF8N7O2PS2Te as an isolated structure (ωB97M-V/def2-TZVPD, the OMol25 dataset).

Its calculated total energy is -3693.7426 Ha. Its charge is +1. The value obtained for the highest occupied orbital energy is -10.5773 eV. The value obtained for the energy relative to the best compared isomer or geometry (same formula, charge and spin) is 16.8 kcal per mole. The value obtained for the LUMO energy is -4.4 eV.

Structure (XYZ):
```
69
Properties=species:S:1:pos:R:3:forces:R:3:nbo_charge:R:1
Bi -1.801 -0.920 1.664 -0.12 -0.07 0.02 1.9394
F 0.024 -0.872 6.906 -0.01 0.00 0.00 -0.3099
C -0.200 0.421 6.633 0.00 0.02 -0.01 0.9804
F -1.500 0.665 6.844 0.01 -0.01 0.01 -0.3088
F 0.492 1.144 7.527 0.00 0.00 0.01 -0.3174
C 0.208 0.769 5.222 0.01 -0.03 0.01 -0.2088
C 1.150 1.751 4.996 0.00 0.00 0.04 -0.0972
C 1.512 2.082 3.695 0.02 0.00 -0.04 -0.2730
C 0.902 1.400 2.667 0.00 -0.02 -0.03 0.0602
N 0.003 0.436 2.878 0.03 0.14 -0.09 -0.5595
C -0.366 0.108 4.123 0.02 0.04 0.09 0.1060
S -1.571 -1.148 4.234 -0.07 -0.07 0.00 -0.2056
H 1.597 2.263 5.836 0.00 0.00 0.00 0.2477
H 2.241 2.852 3.493 0.00 0.00 0.00 0.2342
H 1.127 1.616 1.628 -0.01 0.00 0.01 0.1993
C -0.813 4.833 -1.744 -0.01 -0.01 0.00 -0.0726
N -0.016 3.685 -2.184 0.01 0.02 0.01 -0.4638
C -0.687 3.071 -3.330 0.00 -0.01 -0.01 -0.0697
N -2.071 2.688 -3.073 -0.01 0.00 0.00 -0.4604
C -2.801 3.867 -2.606 0.01 0.00 0.00 -0.0727
N -2.201 4.502 -1.436 0.00 0.01 0.00 -0.4544
C -2.301 3.648 -0.254 0.02 0.01 -0.03 -0.5125
P -1.427 2.013 -0.439 -0.01 -0.04 0.02 0.6632
C 0.164 2.724 -1.100 -0.01 -0.01 0.00 -0.5118
C -2.148 1.596 -2.106 0.00 0.02 0.00 -0.5089
H -0.810 5.572 -2.548 0.00 0.00 0.00 0.2065
H -0.345 5.277 -0.864 0.00 0.00 0.00 0.1979
H -0.124 2.187 -3.641 0.00 0.00 0.00 0.1857
H -0.680 3.792 -4.149 0.00 0.00 0.00 0.2071
H -3.829 3.584 -2.374 0.00 0.00 0.00 0.2008
H -2.818 4.597 -3.418 0.00 0.00 0.00 0.2057
H -3.355 3.462 -0.035 0.00 0.00 0.00 0.2258
H -1.886 4.176 0.608 0.00 0.00 0.00 0.2238
H 0.781 1.894 -1.458 -0.02 0.00 0.01 0.2036
H 0.706 3.209 -0.282 0.01 0.01 0.00 0.2154
H -3.192 1.299 -1.977 0.00 0.00 0.00 0.2260
H -1.618 0.730 -2.510 0.00 -0.01 0.00 0.2107
C -2.246 -3.207 -2.784 0.00 -0.01 0.00 -0.4016
N -0.992 -2.450 -2.767 -0.01 0.01 0.01 -0.3895
C -0.090 -2.538 -3.765 0.00 0.00 0.00 0.1450
C 1.067 -1.837 -3.732 0.01 -0.01 0.00 -0.4032
C 1.274 -1.019 -2.589 0.02 0.03 -0.04 0.4680
N 0.404 -0.929 -1.598 -0.03 0.00 -0.01 -0.6152
C -0.762 -1.618 -1.673 0.04 -0.18 0.05 0.7799
O -1.645 -1.567 -0.815 0.00 0.19 0.00 -0.6998
N 2.426 -0.313 -2.465 0.00 -0.01 -0.03 -0.7802
H -2.247 -3.853 -3.658 0.00 0.00 0.00 0.2116
H -3.090 -2.523 -2.825 0.00 0.00 0.00 0.2281
H -2.323 -3.799 -1.875 0.00 0.00 0.00 0.2440
H -0.347 -3.194 -4.585 0.00 0.00 0.00 0.2299
H 1.786 -1.901 -4.533 0.00 0.00 0.00 0.2438
H 3.012 -0.186 -3.272 0.01 0.00 0.00 0.4072
H 2.441 0.420 -1.775 0.01 0.01 0.00 0.4060
F -0.581 -4.334 0.131 0.02 0.00 -0.05 -0.6039
Te 0.458 -3.832 1.587 0.00 0.14 0.01 3.2345
F -2.705 -2.749 1.649 0.05 -0.01 0.02 -0.7518
F 1.129 -5.567 1.481 0.01 -0.04 -0.02 -0.6028
F 1.736 -3.589 2.928 0.00 0.06 0.02 -0.6179
F -0.745 -4.412 2.824 -0.06 -0.01 -0.01 -0.5612
O 0.082 -2.062 1.463 0.11 -0.14 0.02 -1.2117
C 2.903 -1.760 0.581 -0.03 -0.08 -0.01 -0.7497
S 2.348 -3.365 -0.029 0.00 0.06 -0.02 0.4374
C 3.654 -4.444 0.583 0.02 -0.04 0.02 -0.7441
H 3.840 -1.540 0.073 -0.01 -0.01 0.00 0.2465
H 3.031 -1.799 1.659 0.00 0.01 0.02 0.2602
H 2.130 -1.051 0.300 -0.03 0.02 0.03 0.2748
H 3.729 -4.360 1.664 0.00 0.00 0.00 0.2635
H 4.577 -4.130 0.099 0.00 0.00 -0.01 0.2488
H 3.404 -5.461 0.295 0.00 0.02 -0.01 0.2708
```
Positions in Å, forces in eV/Å.